# 1
The following is a quantum chemistry calculation of one molecule with the formula C3H4N2O3 at a distorted geometry, from the Open Molecules 2025 dataset.

Structure (XYZ):
```
12
Properties=species:S:1:pos:R:3:mulliken_charge:R:1
N -1.7302 0.7368 -0.2906 -0.44
C -0.4375 0.4403 -0.1016 0.50
C 0.7961 1.1406 0.1832 -0.66
C 1.8293 -0.0236 -0.0898 0.59
O 3.1138 0.0317 -0.0254 -0.62
O 1.1760 -1.2110 -0.3361 -0.18
N -0.1654 -0.9416 -0.5432 0.01
O -0.7855 -1.4808 0.5199 -0.48
H -1.9808 1.7550 -0.2080 0.26
H -2.5224 -0.0726 -0.0115 0.30
H 1.1681 2.0698 0.7073 0.31
H -0.4615 -2.4446 0.1958 0.41
```

Computed properties:
SMILES string: Nc1cc(=O)on1O
Relative energy (zero: lowest compared OMol25 entry of this formula, charge and spin): 5.7693 eV

# 2
The following is a quantum chemistry calculation of a 13-piece molecular cluster, C18H62O18 overall, from the Open Molecules 2025 dataset.

Structure (XYZ):
```
98
Properties=species:S:1:pos:R:3:mulliken_charge:R:1
C -25.0971 2.8672 3.6243 -0.10
O -26.4393 3.2879 3.4373 -0.56
H -24.7974 3.0328 4.6668 0.28
H -24.9159 1.8211 3.3628 0.10
H -24.4257 3.4840 3.0294 -0.07
H -26.9951 2.6887 3.9418 0.31
C -17.6661 2.9290 4.0086 -0.29
O -17.2211 1.6303 3.6119 -0.56
H -18.2509 2.9423 4.9319 0.31
H -16.8088 3.5899 4.1561 0.45
H -18.3251 3.3028 3.2373 -0.33
H -16.9083 1.1599 4.3888 0.28
C -22.9154 -0.3436 4.0055 -0.29
O -22.3926 -1.6306 4.3255 -0.57
H -23.1925 -0.3076 2.9453 0.33
H -23.8169 -0.1345 4.5749 0.32
H -22.1647 0.4242 4.2070 -0.11
H -21.6496 -1.7827 3.7364 0.30
C -19.8142 0.3362 -1.0624 -0.52
O -19.9671 1.6425 -1.6187 0.10
H -18.7566 0.0810 -0.9689 0.05
H -20.2642 0.2952 -0.0723 0.19
H -20.3098 -0.4055 -1.6939 0.33
H -19.4877 1.6415 -2.4572 0.00
C -18.5027 3.2283 -3.9173 -0.60
O -18.1257 1.8468 -3.8861 -0.53
H -19.2990 3.4086 -4.6417 0.31
H -18.8277 3.5482 -2.9322 0.15
H -17.6550 3.8582 -4.2082 0.30
H -17.8569 1.5976 -4.7742 0.27
C -23.5411 1.7050 -0.0366 -0.30
O -23.2159 2.8414 -0.8313 -0.60
H -22.7554 0.9530 -0.1461 0.13
H -23.6824 1.9900 1.0095 -0.16
H -24.4976 1.3003 -0.3653 0.48
H -22.5146 3.3087 -0.3505 0.40
C -22.8212 5.9706 1.1545 -0.37
O -22.2618 5.9538 2.4634 -0.59
H -22.0661 5.7421 0.3984 0.08
H -23.6619 5.2759 1.1078 0.16
H -23.1748 6.9806 0.9506 0.36
H -22.0921 5.0340 2.7079 0.20
C -21.0796 1.5909 6.7097 -0.88
O -21.5854 2.5622 5.8284 -0.36
H -21.6552 0.6698 6.6199 0.31
H -20.0249 1.3474 6.5412 0.25
H -21.1768 1.8871 7.7621 0.36
H -21.0600 3.3735 5.9244 0.41
C -19.2794 7.0565 6.0031 -0.82
C -19.2324 5.8069 5.1381 0.31
O -19.7208 4.6876 5.8868 -0.41
O -18.2105 7.0416 6.9422 -0.50
H -20.2190 7.0807 6.5553 0.36
H -19.2971 7.9579 5.3794 0.36
H -18.1884 5.6231 4.8447 0.03
H -19.7730 5.8666 4.1932 -0.02
H -19.3716 4.7904 6.7802 0.23
H -17.4015 7.0356 6.4195 0.33
C -23.9003 1.9553 -4.2181 -0.29
C -22.3929 2.0704 -4.1158 -0.14
O -21.9943 3.2428 -3.4368 -0.54
O -24.2057 0.7396 -4.8796 -0.54
H -24.2728 2.8380 -4.7614 0.25
H -24.3531 2.0706 -3.2258 0.11
H -21.9534 2.0625 -5.1138 0.46
H -21.9922 1.1957 -3.5830 0.07
H -22.2474 3.1187 -2.5092 0.34
H -25.1500 0.5943 -4.7810 0.32
C -16.1869 2.1138 0.1758 0.44
C -16.0127 1.5714 -1.2180 -0.32
O -14.6341 1.4250 -1.5239 -0.57
O -16.1150 1.0396 1.1070 -0.60
H -17.1556 2.6227 0.2499 -0.04
H -15.4050 2.8443 0.4067 0.18
H -16.5021 2.2467 -1.9311 0.05
H -16.5860 0.6425 -1.3145 0.16
H -14.5786 1.1583 -2.4454 0.33
H -16.4620 1.3548 1.9567 0.36
C -16.0532 5.6895 1.3884 -0.44
C -15.2406 6.8383 1.9528 -0.50
O -14.8065 6.5328 3.2623 -0.50
O -17.3328 5.5940 2.0104 -0.21
H -15.4895 4.7754 1.5566 0.17
H -16.2019 5.8558 0.3172 0.38
H -15.8323 7.7615 1.8706 0.30
H -14.3722 6.9884 1.2949 0.39
H -14.1503 7.1849 3.5218 0.29
H -17.7872 6.4273 1.8527 0.19
C -19.9965 3.0604 1.4249 -0.46
C -20.7924 2.3202 2.4891 -0.08
O -21.7286 3.1882 3.0907 0.55
O -20.7646 3.4179 0.2887 -0.14
H -19.1673 2.4080 1.1276 -0.06
H -19.5742 3.9742 1.8499 -0.03
H -20.0628 1.9601 3.2202 0.45
H -21.2696 1.4641 1.9967 -0.04
H -21.8325 2.9463 4.0238 0.04
H -20.4961 2.8379 -0.4463 0.09
```

Results for DFT total energy: -451.7677; -2077.1219 (in Eh, following the order of the records).
Results for HOMO level: -9.2; -9.6 (in eV, following the order of the records).